Record 1
C5H3NO | ωB97M-V with the def2-TZVPD basis set

Geometry as XYZ:
```
10
Properties=species:S:1:pos:R:3:forces:R:3:mulliken_charge:R:1
N 3.182617 -0.213935 -0.255063 -1.084 -0.160 0.215 -0.445
C 2.035702 -0.213726 -0.093889 1.004 -0.035 -0.116 0.125
C 0.623151 -0.076436 0.054163 -0.056 0.206 0.012 0.470
C -0.456041 -0.960418 -0.297305 -0.053 0.043 -0.058 -0.461
C -1.582644 -0.233271 -0.123910 0.036 -0.202 -0.033 -0.316
O -1.290344 1.015604 0.336363 0.052 -0.058 0.099 -0.315
C 0.047329 1.090164 0.450149 0.114 -0.080 0.060 -0.323
H -0.395212 -1.993539 -0.606763 0.040 0.200 -0.086 0.423
H -2.625825 -0.451490 -0.300621 0.169 0.077 0.130 0.405
H 0.489757 1.981857 0.869681 -0.223 0.009 -0.224 0.436
```
Forces are in eV/Å.

HOMO energy   -9.66 eV
Max |F|   0.02171 Eh/bohr
Energy relative to the best compared isomer or geometry (same formula, charge and spin)   6.1 kJ/mol
LUMO level   0.786 eV
SMILES   N#Cc1ccoc1
Frontier orbital gap   10.45 eV
Spin multiplicity   1

Record 2
CH4N2OS | ωB97M-V with the def2-TZVPD basis set

Geometry as XYZ:
```
9
Properties=species:S:1:pos:R:3:forces:R:3:mulliken_charge:R:1
C 1.950642 1.426887 -0.499883 0.179 0.376 0.005 0.076
N -1.429077 -0.073913 -0.245274 0.319 1.867 0.658 -0.466
N -0.559679 -0.933510 0.468984 -0.851 0.554 -1.182 -0.186
O 0.732188 -0.767400 -0.156892 0.324 -3.921 0.494 -0.371
S 1.490706 2.192088 0.745733 0.048 0.013 -0.017 -0.115
H 0.883397 -1.776298 -0.335140 0.235 2.898 0.159 0.342
H -1.054545 0.943795 -0.196731 -0.782 -2.256 -0.444 0.207
H -1.497018 -0.363790 -1.239008 0.330 0.125 1.158 0.269
H -0.516614 -0.647859 1.458211 0.197 0.344 -0.829 0.243
```
Forces are in eV/Å.

HOMO energy   -9.36 eV
Max |F|   0.07711 Eh/bohr
Energy relative to the best compared isomer or geometry (same formula, charge and spin)   532.1 kJ/mol
LUMO level   0.058 eV
Frontier orbital gap   9.41 eV
Spin multiplicity   1